No. 1
This record from the Open Molecules 2025 dataset describes the molecule C4H6N2S. The level of theory is ωB97M-V with the def2-TZVPD basis set.

Properties
Charge: 0
E_LUMO in Ha: 0.0191
Strongest force on any atom in eV Å⁻¹: 3.1
Highest occupied orbital energy in Eh: -0.29288
HOMO-LUMO gap in eV: 8.49
SMILES: NN1CC=CC1=S

Each line ends with the natural charge from an NBO analysis.
Positions of all 13 atoms, in Å:
C -0.406 1.641 0.030  -0.2145
C 0.888 1.372 0.051  -0.1910
C -1.128 0.334 0.084  0.0401
C 1.173 -0.060 -0.025  -0.2733
N -0.164 -0.580 -0.076  -0.2134
N -0.492 -1.907 0.084  -0.6842
S -2.740 0.069 0.148  -0.2036
H -0.992 2.536 0.013  0.2423
H 1.664 2.167 0.003  0.2281
H 1.868 -0.234 -0.902  0.2342
H 1.380 -0.662 0.946  0.2370
H 0.356 -2.508 0.034  0.3781
H -1.406 -2.166 -0.391  0.4203

=====

No. 2
This record from the Open Molecules 2025 dataset describes a cluster of 7 separate species, C3H21N2O7S2 in total. The level of theory is ωB97M-V with the def2-TZVPD basis set.

Properties
Charge: +2
E_LUMO (alpha / beta) in Ha: -0.2651 / -0.4351
Multiplicity: 2
Strongest force on any atom in eV Å⁻¹: 8.7
Highest occupied orbital energy (alpha / beta) in Eh: -0.57749 / -0.57749
⟨S²⟩: 0.754
HOMO-LUMO gap (alpha / beta) in eV: 8.50 / 3.88

Each line ends with the natural charge from an NBO analysis.
Positions of all 35 atoms, in Å:
S -0.079 -2.391 -3.097  0.0975
S -1.182 -0.838 -2.664  0.5894
C -0.536 0.343 -1.435  -0.6041
C -0.401 -0.111 -0.018  -0.1555
C -0.221 1.094 0.996  0.6781
N -1.226 1.928 1.247  -0.7533
O 0.827 1.202 1.529  -0.6090
N 0.824 -1.059 0.225  -0.7385
H 0.429 -1.898 -4.330  0.2548
H 0.275 0.881 -1.885  0.3205
H -1.230 1.162 -1.660  0.3201
H -1.253 -0.706 0.220  0.2734
H -2.031 1.753 0.686  0.3976
H -1.321 2.654 1.877  0.4449
H 0.568 -1.973 0.375  0.4305
H 1.660 -0.977 -0.548  0.5036
H 1.128 -1.086 1.247  0.5039
H -3.159 3.929 -0.259  0.4893
H -2.541 3.776 -1.708  0.4982
O -2.593 3.467 -0.783  -0.9816
H 4.196 1.326 2.089  0.4887
H 3.078 0.387 2.421  0.4807
O 3.476 0.916 1.814  -0.9346
H 3.000 0.923 0.147  0.5116
H 3.121 1.680 -1.168  0.5025
O 2.592 0.957 -0.719  -1.0267
H 1.614 2.694 4.588  0.4869
H 1.271 2.282 3.050  0.4917
O 0.991 2.492 3.934  -0.9854
H 1.246 -2.028 3.725  0.5092
H 0.078 -2.907 3.267  0.4766
O 0.749 -2.457 2.963  -0.9725
H -2.641 -3.110 -0.445  0.4556
H -2.612 -3.291 0.987  0.4858
O -2.908 -2.558 0.255  -0.9297

=====

What did the second record say?
This record from the Open Molecules 2025 dataset describes a cluster of 7 separate species, C3H21N2O7S2 in total. The level of theory is ωB97M-V with the def2-TZVPD basis set.

Properties
Charge: +2
E_LUMO (alpha / beta) in Ha: -0.2651 / -0.4351
Multiplicity: 2
Strongest force on any atom in eV Å⁻¹: 8.7
Highest occupied orbital energy (alpha / beta) in Eh: -0.57749 / -0.57749
⟨S²⟩: 0.754
HOMO-LUMO gap (alpha / beta) in eV: 8.50 / 3.88

Each line ends with the natural charge from an NBO analysis.
Positions of all 35 atoms, in Å:
S -0.079 -2.391 -3.097  0.0975
S -1.182 -0.838 -2.664  0.5894
C -0.536 0.343 -1.435  -0.6041
C -0.401 -0.111 -0.018  -0.1555
C -0.221 1.094 0.996  0.6781
N -1.226 1.928 1.247  -0.7533
O 0.827 1.202 1.529  -0.6090
N 0.824 -1.059 0.225  -0.7385
H 0.429 -1.898 -4.330  0.2548
H 0.275 0.881 -1.885  0.3205
H -1.230 1.162 -1.660  0.3201
H -1.253 -0.706 0.220  0.2734
H -2.031 1.753 0.686  0.3976
H -1.321 2.654 1.877  0.4449
H 0.568 -1.973 0.375  0.4305
H 1.660 -0.977 -0.548  0.5036
H 1.128 -1.086 1.247  0.5039
H -3.159 3.929 -0.259  0.4893
H -2.541 3.776 -1.708  0.4982
O -2.593 3.467 -0.783  -0.9816
H 4.196 1.326 2.089  0.4887
H 3.078 0.387 2.421  0.4807
O 3.476 0.916 1.814  -0.9346
H 3.000 0.923 0.147  0.5116
H 3.121 1.680 -1.168  0.5025
O 2.592 0.957 -0.719  -1.0267
H 1.614 2.694 4.588  0.4869
H 1.271 2.282 3.050  0.4917
O 0.991 2.492 3.934  -0.9854
H 1.246 -2.028 3.725  0.5092
H 0.078 -2.907 3.267  0.4766
O 0.749 -2.457 2.963  -0.9725
H -2.641 -3.110 -0.445  0.4556
H -2.612 -3.291 0.987  0.4858
O -2.908 -2.558 0.255  -0.9297